The following is a quantum chemistry calculation of a molecular structure, C47H48ClF5IMnN7O4S2, from the Open Molecules 2025 dataset.

Summary:
Energy above the lowest of the compared OMol25 structures with the same formula, charge and spin   0.692 eV
Frontier orbital gap (alpha / beta)   7.11 / 7.17 eV
HOMO energy (alpha / beta)   -7.4 / -7.5 eV
2S+1   6

Each line ends with the Mulliken spin population.
Positions of all 116 atoms, in Å:
Mn -0.682 1.999 1.131  4.74
C 3.448 3.920 0.969  0.00
C 3.216 3.198 2.260  -0.01
N 4.221 2.975 3.067  0.00
C 4.007 2.307 4.229  0.01
C 2.779 1.866 4.630  0.00
C 2.659 1.097 5.920  0.00
O 2.132 -0.225 5.742  0.00
C 1.662 2.084 3.773  -0.01
C 0.366 1.635 4.189  -0.01
N -0.697 1.513 3.465  0.08
C -1.825 0.923 4.068  -0.01
C -1.729 0.020 5.136  -0.01
C -2.853 -0.531 5.725  0.00
C -4.121 -0.220 5.254  0.00
C -4.245 0.624 4.162  -0.01
C -3.110 1.169 3.587  -0.03
I -3.382 2.416 1.902  0.04
C 1.877 2.746 2.545  0.02
O 0.946 2.985 1.701  0.12
H 4.448 4.348 0.966  0.00
H 2.701 4.701 0.825  0.00
H 3.348 3.228 0.128  0.00
H 4.886 2.131 4.841  0.00
H 1.983 1.595 6.618  0.00
H 3.640 1.051 6.395  0.00
H 2.664 -0.664 5.069  0.00
H 0.294 1.362 5.239  0.01
H -0.749 -0.267 5.503  0.00
H -2.733 -1.221 6.551  0.00
H -5.004 -0.646 5.712  0.00
H -5.221 0.861 3.757  0.00
F -0.486 8.318 -2.180  0.00
C -0.633 7.010 -1.973  0.00
C -0.934 6.532 -0.715  0.00
F -1.093 7.383 0.301  0.00
C -1.081 5.174 -0.522  0.00
F -1.422 4.774 0.713  0.01
C -0.932 4.236 -1.540  -0.01
S -1.090 2.506 -1.329  0.03
C -0.645 4.763 -2.798  -0.01
F -0.515 3.946 -3.841  0.00
C -0.497 6.118 -3.017  0.00
F -0.224 6.577 -4.239  0.00
C 4.778 -2.517 -3.060  0.00
C 5.391 -1.862 -1.822  0.00
C 4.355 -1.198 -0.927  0.00
N 3.739 -0.087 -1.639  0.00
C 2.709 0.623 -1.171  0.01
S 1.925 0.220 0.256  0.03
N 2.268 1.727 -1.871  0.00
C 2.747 2.467 -2.952  0.00
O 2.154 3.463 -3.286  0.00
C 3.969 2.004 -3.692  0.00
C 3.842 1.165 -4.792  0.00
C 4.976 0.760 -5.483  0.00
C 6.232 1.195 -5.084  0.00
C 6.356 2.052 -3.998  0.00
C 5.226 2.462 -3.305  0.00
H 5.536 -3.058 -3.628  0.00
H 4.327 -1.777 -3.725  0.00
H 4.000 -3.228 -2.768  0.00
H 6.139 -1.121 -2.123  0.00
H 5.910 -2.613 -1.224  0.00
H 4.810 -0.836 -0.002  0.00
H 3.577 -1.906 -0.642  0.00
H 4.227 0.250 -2.452  0.00
H 1.386 2.096 -1.516  -0.01
H 2.860 0.826 -5.099  0.00
H 4.875 0.104 -6.339  0.00
H 7.115 0.875 -5.624  0.00
H 7.333 2.407 -3.692  0.00
H 5.314 3.136 -2.460  0.00
C -5.153 -5.082 1.546  0.00
C -3.853 -4.261 1.522  0.00
C -4.125 -2.964 2.295  0.00
C -2.793 -5.094 2.260  0.00
C -3.430 -4.010 0.031  0.00
O -3.407 -5.267 -0.651  0.00
C -4.419 -3.047 -0.671  0.00
C -4.455 -3.126 -2.217  0.00
C -3.554 -2.200 -3.000  0.00
C -3.798 -0.828 -3.041  0.00
C -3.016 0.022 -3.811  0.00
C -1.970 -0.507 -4.554  0.00
Cl -1.018 0.536 -5.556  0.00
C -1.703 -1.864 -4.527  0.00
C -2.500 -2.700 -3.757  0.00
C -1.959 -3.569 -0.177  0.00
N -1.507 -2.359 0.502  0.00
C -1.742 -1.069 0.236  0.03
N -1.125 -0.310 1.123  -0.07
C -0.498 -1.210 1.928  0.06
N -0.704 -2.456 1.590  0.00
H -5.471 -5.203 2.583  0.00
H -5.006 -6.087 1.142  0.00
H -5.975 -4.598 1.014  0.00
H -4.482 -3.221 3.293  0.00
H -4.898 -2.355 1.819  0.00
H -3.233 -2.352 2.429  0.00
H -3.215 -5.465 3.198  0.00
H -1.911 -4.506 2.502  0.00
H -2.496 -5.958 1.661  0.00
H -4.300 -5.625 -0.666  0.00
H -4.236 -2.022 -0.341  0.00
H -5.420 -3.306 -0.325  0.00
H -5.480 -2.914 -2.527  0.00
H -4.242 -4.151 -2.514  0.00
H -4.630 -0.414 -2.479  0.00
H -3.215 1.085 -3.844  0.00
H -0.893 -2.266 -5.122  0.00
H -2.310 -3.769 -3.767  0.00
H -1.809 -3.445 -1.245  0.00
H -1.310 -4.368 0.164  0.00
H -2.316 -0.712 -0.607  0.00
H 0.129 -0.932 2.761  0.00



The following is a quantum chemistry calculation of a molecular structure, C30H38Cl6FeNOP2Si, from the Open Molecules 2025 dataset.

Summary:
Energy above the lowest of the compared OMol25 structures with the same formula, charge and spin   0.000 eV
Frontier orbital gap (alpha / beta)   7.60 / 7.36 eV
HOMO energy (alpha / beta)   -7.5 / -7.8 eV
2S+1   2

Each line ends with the Mulliken spin population.
Positions of all 80 atoms, in Å:
Fe -0.183 -0.337 -0.444  0.95
C 3.708 0.959 1.622  0.00
C 3.554 -0.359 0.874  0.00
C 4.287 -0.317 -0.473  0.00
P 1.840 -1.026 0.659  -0.03
C 2.181 -2.846 0.286  0.00
C 3.571 -3.390 0.629  0.00
C 1.154 -3.760 0.967  0.00
C 1.099 -1.102 2.299  0.03
C 1.768 -1.591 3.419  -0.01
C 1.083 -1.905 4.577  0.02
C -0.302 -1.776 4.590  -0.01
C -0.977 -1.271 3.495  0.02
C -0.282 -0.867 2.347  0.01
N -0.936 -0.286 1.243  0.07
C -2.076 0.531 1.476  -0.01
C -2.337 1.192 2.678  0.02
C -3.473 1.975 2.810  -0.01
C -4.372 2.118 1.764  0.02
C -4.100 1.502 0.553  -0.01
C -2.948 0.747 0.398  0.05
P -2.383 -0.096 -1.088  -0.05
C -3.105 0.650 -2.627  0.00
C -2.301 0.130 -3.827  0.00
C -3.231 2.168 -2.743  0.00
C -3.459 -1.618 -0.950  0.00
C -3.173 -2.432 0.312  -0.01
C -3.533 -2.503 -2.193  0.00
H 4.772 1.123 1.812  0.00
H 3.188 0.950 2.580  0.00
H 3.343 1.801 1.039  0.00
H 4.014 -1.130 1.496  0.00
H 4.051 0.604 -1.002  0.00
H 4.026 -1.147 -1.131  0.00
H 5.366 -0.347 -0.307  0.00
H 2.048 -2.922 -0.796  0.00
H 3.752 -3.369 1.706  0.00
H 4.391 -2.882 0.130  0.00
H 3.602 -4.439 0.326  0.00
H 1.404 -3.886 2.021  0.00
H 1.186 -4.744 0.495  0.00
H 0.136 -3.388 0.894  0.00
H 2.839 -1.751 3.369  0.00
H 1.609 -2.283 5.443  0.00
H -0.864 -2.072 5.466  0.00
H -2.054 -1.183 3.527  0.00
H -1.643 1.116 3.501  0.00
H -3.652 2.487 3.747  0.00
H -5.262 2.721 1.885  0.00
H -4.780 1.624 -0.281  0.00
H -4.114 0.225 -2.656  0.00
H -1.324 0.615 -3.848  0.00
H -2.819 0.387 -4.753  0.00
H -2.138 -0.946 -3.815  0.00
H -2.259 2.630 -2.908  0.00
H -3.672 2.637 -1.867  0.00
H -3.859 2.389 -3.608  0.00
H -4.447 -1.154 -0.823  0.00
H -2.163 -2.836 0.303  0.00
H -3.875 -3.267 0.359  0.00
H -3.311 -1.832 1.213  0.00
H -2.556 -2.870 -2.502  0.00
H -3.993 -1.988 -3.036  0.00
H -4.151 -3.374 -1.968  0.00
Cl 1.392 -4.161 -6.283  0.00
C 0.865 -3.587 -4.731  0.00
C 1.109 -2.276 -4.365  0.00
C 0.674 -1.860 -3.124  -0.01
Cl 0.990 -0.223 -2.596  0.00
C -0.008 -2.665 -2.196  -0.01
O -0.406 -2.228 -1.047  0.06
C -0.216 -3.995 -2.630  0.00
Cl -1.048 -5.084 -1.569  0.00
C 0.206 -4.447 -3.866  0.00
H 1.627 -1.597 -5.029  0.00
H 0.018 -5.472 -4.152  0.00
Cl -1.101 3.351 -0.468  0.00
Si 0.309 1.874 -0.089  -0.08
Cl 2.000 2.488 -1.168  -0.01
Cl 0.775 2.362 1.878  0.00



The following is a quantum chemistry calculation of a gas-phase ion, C8H16N2O2 (charge +2) at a distorted geometry, from the Open Molecules 2025 dataset.

Summary:
Energy above the lowest of the compared OMol25 structures with the same formula, charge and spin   0.000 eV
Frontier orbital gap   8.61 eV
HOMO energy   -17.8 eV
Charge   +2
2S+1   1

Each line ends with the natural charge from an NBO analysis.
Positions of all 28 atoms, in Å:
C -1.348 -0.839 -0.197  -0.12
C -0.390 0.173 -0.381  0.69
C -2.632 -0.353 0.042  0.58
C -3.019 1.086 -0.074  -0.51
C -1.765 1.939 0.274  -0.08
C 2.495 1.219 0.604  -0.68
C 3.159 -1.117 -0.057  -0.64
C 2.064 -0.207 0.360  0.01
N -0.933 -2.177 -0.368  -0.84
N 1.006 -0.177 -0.854  -0.58
O -3.601 -1.108 0.432  -0.52
O -0.467 1.406 -0.138  -0.39
H -3.435 1.353 -1.032  0.29
H -3.743 1.207 0.716  0.30
H -1.936 2.838 -0.260  0.25
H -1.751 2.112 1.342  0.24
H 2.024 1.935 0.012  0.23
H 2.376 1.720 1.696  0.27
H 3.541 1.304 0.417  0.26
H 3.620 -0.599 -0.923  0.23
H 2.846 -2.033 -0.493  0.23
H 3.857 -1.245 0.725  0.28
H 1.493 -0.508 1.229  0.23
H -3.408 -2.022 0.358  0.52
H -0.521 -2.716 0.328  0.42
H -1.775 -2.718 -0.844  0.40
H 1.119 -1.049 -1.358  0.47
H 1.124 0.578 -1.554  0.46



The following is a quantum chemistry calculation of C3H11N3O in the gas phase at a distorted geometry, from the Open Molecules 2025 dataset.

Summary:
Energy above the lowest of the compared OMol25 structures with the same formula, charge and spin   4.860 eV
Frontier orbital gap   8.52 eV
HOMO energy   -7.4 eV
SMILES   CC(C)N(N)NO
2S+1   1

Each line ends with the natural charge from an NBO analysis.
Positions of all 18 atoms, in Å:
C -1.205 0.192 -1.239  -0.65
C -0.812 -0.224 0.182  -0.06
C -1.510 0.671 1.211  -0.62
N 0.782 -0.177 0.500  -0.17
N 1.389 0.943 -0.045  -0.74
N 1.301 -1.383 0.013  -0.19
O 2.739 -1.389 -0.192  -0.60
H -2.292 0.142 -1.376  0.22
H -0.881 1.215 -1.466  0.22
H -0.753 -0.471 -1.984  0.20
H -1.207 -1.237 0.353  0.21
H -2.600 0.626 1.100  0.21
H -1.282 0.351 2.233  0.22
H -1.201 1.718 1.110  0.20
H 2.344 0.753 -0.350  0.39
H 1.293 1.754 0.562  0.37
H 0.904 -1.339 -0.979  0.29
H 2.992 -2.144 0.367  0.48



The following is a quantum chemistry calculation of a molecular structure, C10H25BrN2S4V at a distorted geometry, from the Open Molecules 2025 dataset.

Summary:
Energy above the lowest of the compared OMol25 structures with the same formula, charge and spin   2.975 eV
Frontier orbital gap (alpha / beta)   6.28 / 6.54 eV
HOMO energy (alpha / beta)   -12.6 / -12.6 eV
Charge   +2
2S+1   2

Each line ends with the Mulliken spin population.
Positions of all 43 atoms, in Å:
V 0.008 -0.503 0.134  1.04
C 0.493 -1.345 3.371  -0.01
C -0.940 -1.750 3.088  0.02
S -1.095 -2.151 1.310  -0.02
C -2.853 -1.815 0.956  0.01
C -3.009 -1.790 -0.560  -0.01
S -1.742 -0.785 -1.434  -0.01
C -2.492 0.869 -1.538  -0.01
C -2.420 1.682 -0.259  0.01
S -0.678 1.690 0.323  -0.02
C -0.890 1.840 2.134  0.02
C 0.422 1.486 2.810  -0.01
S 1.145 -0.092 2.209  -0.02
H 1.165 -2.196 3.257  0.00
H 0.607 -0.960 4.382  0.00
H -1.650 -0.960 3.324  0.00
H -1.199 -2.636 3.665  0.00
H -3.110 -0.858 1.407  0.01
H -3.461 -2.595 1.411  0.00
H -3.992 -1.417 -0.843  0.00
H -2.899 -2.790 -0.975  0.00
H -3.518 0.754 -1.887  0.00
H -1.918 1.335 -2.343  0.00
H -3.042 1.287 0.542  0.00
H -2.712 2.713 -0.452  0.00
H -1.692 1.166 2.427  0.00
H -1.180 2.862 2.374  0.00
H 0.303 1.405 3.890  0.00
H 1.176 2.247 2.613  0.00
N 4.696 0.255 -2.841  0.00
C 3.236 0.559 -3.139  0.00
C 2.236 -0.248 -2.334  -0.01
N 1.907 0.202 -0.943  0.00
H 5.312 0.758 -3.482  0.00
H 4.887 -0.738 -2.960  0.00
H 4.963 0.518 -1.899  0.00
H 3.089 0.334 -4.194  0.00
H 3.093 1.629 -3.000  0.00
H 2.518 -1.303 -2.309  0.00
H 1.300 -0.208 -2.922  0.02
H 1.783 1.211 -0.910  0.01
H 2.636 -0.031 -0.274  0.01
Br -0.483 0.371 -4.127  0.00



The following is a quantum chemistry calculation of C20H20O5 in the gas phase, from the Open Molecules 2025 dataset.

Summary:
Energy above the lowest of the compared OMol25 structures with the same formula, charge and spin   0.833 eV
Frontier orbital gap   9.69 eV
HOMO energy   -9.1 eV
SMILES   O=C(O)C1=C[C@@H](c2ccccc2)C[C@@H](OCc2ccc(CO)cc2)O1
2S+1   1

Each line ends with the natural charge from an NBO analysis.
Positions of all 45 atoms, in Å:
O -2.465 -1.699 -0.921  -0.58
C -2.413 -0.546 -0.589  0.76
O -3.075 0.417 -1.237  -0.66
C -1.643 -0.071 0.597  0.15
C -1.038 -0.909 1.436  -0.18
C -0.348 -0.469 2.690  -0.29
C 1.049 -1.059 2.728  0.08
C 1.208 -2.340 3.246  -0.23
C 2.453 -2.942 3.278  -0.21
C 3.560 -2.270 2.790  -0.22
C 3.409 -0.997 2.269  -0.19
C 2.162 -0.395 2.235  -0.27
C -0.457 1.057 2.867  -0.44
C -0.618 1.822 1.549  0.39
O 0.604 1.841 0.888  -0.55
C 0.633 2.545 -0.345  -0.07
C 0.100 1.725 -1.493  -0.06
C -0.750 2.273 -2.442  -0.22
C -1.248 1.491 -3.471  -0.22
C -0.924 0.145 -3.556  0.04
C -1.494 -0.732 -4.642  -0.10
O -0.507 -1.269 -5.496  -0.71
C -0.065 -0.399 -2.607  -0.22
C 0.449 0.383 -1.592  -0.22
O -1.662 1.301 0.751  -0.55
H -2.872 1.281 -0.840  0.51
H -1.067 -1.964 1.214  0.24
H -0.896 -0.931 3.523  0.23
H 0.349 -2.872 3.631  0.21
H 2.558 -3.937 3.686  0.21
H 4.534 -2.736 2.815  0.21
H 4.267 -0.466 1.882  0.21
H 2.056 0.592 1.816  0.24
H -1.338 1.281 3.470  0.23
H 0.422 1.447 3.379  0.24
H -0.950 2.858 1.750  0.17
H 1.692 2.772 -0.508  0.20
H 0.078 3.488 -0.251  0.18
H -1.027 3.316 -2.376  0.21
H -1.910 1.928 -4.203  0.21
H -2.077 -1.540 -4.172  0.18
H -2.158 -0.156 -5.289  0.18
H 0.122 -1.766 -4.962  0.46
H 0.188 -1.449 -2.644  0.21
H 1.108 -0.048 -0.852  0.23